Computed, not measured: 9 unconnected molecules or ions with the total composition C24H62NO8S9, with the ωB97M-V functional and the def2-TZVPD basis.

Calculated values
charge: +1
orbital gap: 5.66 eV
HOMO energy: -9.11 eV

```
104
Properties=species:S:1:pos:R:3:forces:R:3
S 6.282988 1.406685 -1.512822 0.2884 0.4248 0.5276
C 5.333425 2.675030 -2.503293 -0.3852 1.0633 -1.3287
C 4.152742 3.328828 -1.637008 0.4104 0.3853 0.6907
C 2.822078 3.666893 -2.462153 -0.3771 0.0992 0.5861
C 1.629681 2.720512 -1.949418 0.2968 0.4610 0.0194
N 1.997084 1.294231 -2.214659 -0.3561 0.2596 0.4947
C 1.693959 0.306699 -1.189792 3.3313 -3.5595 -5.1984
C 2.267757 -0.998011 -1.852744 -0.0177 2.8400 -0.9215
C 2.871029 -0.642748 -3.237256 -1.7869 3.7056 2.3202
C 2.642793 0.874848 -3.426857 0.0016 -4.5730 2.4511
H 6.894384 0.487059 -2.367097 -1.2211 0.4588 0.5830
H 5.375724 0.708818 -0.696279 0.4576 0.1927 -1.4786
H 5.013718 2.199699 -3.486382 0.1802 0.4167 1.5082
H 6.089716 3.502182 -2.773286 -0.8085 -1.5683 0.6076
H 3.942744 2.644718 -0.734284 0.0035 1.0093 -1.3630
H 4.541609 4.325885 -1.209299 -0.3874 -1.7004 -0.5760
H 3.045003 3.582779 -3.576971 -0.5736 0.0619 1.4343
H 2.517523 4.757865 -2.255191 0.5060 -1.7875 -0.3228
H 0.606530 2.985398 -2.378764 1.5203 -0.2256 0.2896
H 1.538163 2.821216 -0.807335 0.2058 -0.0201 -1.7155
H 1.188478 0.423034 -0.183492 0.7445 0.3389 -1.7868
H 2.274129 -2.069558 -1.435172 -0.1336 2.0062 -0.5147
H 3.401448 -1.267395 -4.022164 -0.9670 0.6860 1.4140
H 2.980904 1.491533 -4.341966 -1.0436 -0.7921 2.0970
C 3.192789 1.001031 -7.549443 -0.0572 0.0059 -0.0030
S 4.831220 1.408709 -6.909314 -0.0762 0.1592 -0.3289
O 4.979395 2.894716 -6.968298 -0.0561 -0.3893 0.1622
C 5.749775 0.716306 -8.300506 0.0843 -0.0230 -0.0299
H 2.444406 1.379262 -6.851667 0.1031 -0.0091 -0.0107
H 3.047725 1.468279 -8.524883 0.1004 0.0338 0.0691
H 3.093664 -0.082696 -7.633077 0.0399 0.0414 0.0477
H 5.442430 1.202400 -9.227873 -0.0477 0.0482 0.1134
H 5.565819 -0.357880 -8.359890 -0.0190 0.0501 0.0551
H 6.813372 0.891748 -8.134529 -0.1122 0.0349 0.0672
C -0.244474 7.664195 -4.930258 -0.0870 0.0265 -0.0168
S 0.632036 6.349966 -4.056985 0.0409 0.0816 -0.0414
O -0.312371 5.770835 -3.050570 0.2470 0.1065 -0.0505
C 1.763772 7.443979 -3.171802 -0.3343 -0.2436 -0.1929
H -1.037706 7.213008 -5.527454 0.0981 -0.0576 0.0814
H -0.682037 8.360338 -4.212565 0.0667 -0.0905 0.0453
H 0.449470 8.189586 -5.588604 0.0115 -0.0714 0.0469
H 1.199586 8.154888 -2.565669 0.1900 -0.2755 -0.2850
H 2.390460 7.977076 -3.888888 -0.0494 -0.0207 0.0184
H 2.395714 6.837421 -2.522195 -0.0716 0.0371 -0.0523
C -3.126069 0.238117 0.552579 -0.0981 0.0452 0.0973
S -2.488588 -1.425110 0.256593 -0.1744 -0.0629 0.0192
O -3.606861 -2.383427 0.504799 0.3548 0.3054 -0.0073
C -1.407953 -1.467794 1.703292 -0.0544 -0.0476 0.1572
H -3.861020 0.468748 -0.219404 0.0896 -0.1183 0.0129
H -3.603172 0.285101 1.533237 0.0273 -0.0949 -0.0334
H -2.306640 0.957297 0.498136 0.0022 -0.0668 -0.0355
H -1.994236 -1.313004 2.611216 -0.0458 -0.0003 -0.0699
H -0.645419 -0.692158 1.611363 -0.0421 -0.0252 -0.0438
H -0.925303 -2.445189 1.745685 -0.0636 0.0565 -0.1121
C -4.143425 -4.843995 2.209901 0.0223 -0.0811 0.1131
S -3.770980 -6.427659 2.990147 0.0084 0.1279 -0.1208
O -3.792391 -6.211851 4.471160 0.2842 -0.2606 -0.3846
C -2.040571 -6.486580 2.478016 0.1215 0.0061 0.0482
H -5.178727 -4.583375 2.433714 0.0712 -0.0802 0.0219
H -3.482705 -4.069943 2.602318 -0.0418 -0.0829 0.0004
H -4.018651 -4.931316 1.129827 0.0015 0.0109 0.0800
H -1.510909 -5.609432 2.854276 -0.1071 -0.0058 0.0321
H -1.984553 -6.521287 1.388616 -0.0800 -0.0015 0.0464
H -1.587752 -7.388549 2.891805 -0.1265 0.0483 0.0077
C 5.371910 -4.606842 0.206293 -0.0240 -0.0168 0.0963
S 4.378240 -4.003717 -1.175223 -0.1353 -0.2004 0.1051
O 2.965938 -3.881273 -0.695527 0.4661 -0.1799 -0.0772
C 4.490747 -5.516107 -2.154168 -0.0624 -0.0563 -0.0468
H 5.408722 -3.829904 0.970880 -0.0669 -0.0144 -0.1083
H 4.919169 -5.506867 0.625651 -0.0451 0.0630 -0.0704
H 6.384427 -4.821676 -0.139982 -0.0601 0.0314 -0.0419
H 4.093128 -6.358183 -1.585247 -0.0102 0.1088 0.0394
H 5.532957 -5.700686 -2.420487 -0.0314 0.0681 0.0336
H 3.903660 -5.383775 -3.063780 0.0212 0.0844 0.1106
C -5.566080 -4.430811 6.078579 0.0460 0.2296 -0.1621
S -6.244268 -2.851249 5.532401 0.1616 -0.2095 0.2478
O -5.119821 -1.863515 5.507432 -0.1715 -0.1351 0.0394
C -7.208222 -2.536845 7.026612 -0.0452 0.1647 0.0646
H -4.890445 -4.804227 5.305545 -0.1999 0.1968 0.1788
H -5.012601 -4.297280 7.009429 -0.1288 0.0539 -0.0061
H -6.377778 -5.145242 6.224348 0.0079 0.1019 0.0604
H -6.550530 -2.521530 7.897304 0.0415 -0.0527 -0.1035
H -7.965561 -3.314171 7.141242 0.0812 -0.0086 -0.0501
H -7.698160 -1.567319 6.925100 0.0693 -0.0624 -0.0807
C 1.244554 10.376536 1.112061 0.0850 0.0485 0.0248
S 0.660219 9.550956 -0.383128 0.0049 0.2500 0.1532
O 1.765293 9.614441 -1.391755 -0.2058 0.4840 0.5315
C -0.552125 10.812310 -0.828083 0.0156 0.0838 -0.0658
H 2.046379 9.778311 1.546311 -0.0862 -0.0217 -0.1077
H 1.625614 11.368828 0.864713 -0.0326 -0.0707 -0.0819
H 0.424651 10.456251 1.827853 0.0050 -0.0566 -0.0725
H -0.057099 11.776917 -0.953027 0.0597 -0.0894 0.0168
H -1.312193 10.877873 -0.047768 0.0527 -0.0724 -0.0213
H -1.023790 10.522556 -1.767874 0.0793 -0.0682 0.0888
C -7.588023 -8.672513 8.835645 -0.1179 0.0201 0.0085
S -6.010729 -7.848371 8.528912 -0.0577 0.1758 -0.0791
O -6.261591 -6.374678 8.558530 -0.0736 -0.4445 -0.0708
C -5.879025 -8.340564 6.796453 0.0404 0.0453 -0.0771
H -7.891496 -8.466690 9.862774 0.1155 0.0339 -0.0708
H -8.346983 -8.291352 8.149984 0.0904 0.0423 -0.0002
H -7.468133 -9.749193 8.702938 0.0572 0.0557 0.0099
H -6.745974 -7.979799 6.239811 0.0077 0.0239 0.0878
H -5.816032 -9.428334 6.730977 -0.0038 0.0391 0.0771
H -4.971675 -7.900232 6.379153 -0.0591 0.0552 0.0783
```
Forces are in eV/Å.

***

Computed, not measured: 2 unconnected molecules or ions with the total composition C6H14O, with the ωB97M-V functional and the def2-TZVPD basis.

Calculated values
spin multiplicity: 2
charge: -1
orbital gap (alpha / beta): 2.76 / 9.13 eV
relative energy (zero: lowest compared OMol25 entry of this formula, charge and spin): 14.3 kcal/mol
HOMO energy (alpha / beta): 0.98 / -5.49 eV

```
21
Properties=species:S:1:pos:R:3:forces:R:3
C -1.709578 -1.702351 0.647499 -0.0588 -0.9420 -0.0524
C -0.653780 -1.020802 -0.217053 -1.5326 -0.1251 -0.6947
C -0.568702 0.463125 -0.094695 1.1624 0.7851 -0.0436
C -1.051946 1.247846 0.875721 -0.5069 -0.3456 0.8752
C 0.388811 1.083257 -1.120112 -0.3203 -0.2335 0.9100
C 0.048866 2.513204 -1.554882 0.2548 -0.3176 -0.0011
H -2.493723 -2.193020 0.061171 -0.1856 0.5584 -0.1633
H -2.147219 -1.039404 1.386083 -0.0881 -0.0648 0.0776
H -1.294051 -2.581083 1.150819 0.2946 0.2589 0.3532
H 0.310791 -1.549645 -0.070137 0.2092 0.5760 0.0881
H -0.893790 -1.203002 -1.270519 0.1309 -0.2481 0.0222
H -1.881150 0.976811 1.524931 0.3438 -0.5062 0.0955
H -0.607342 2.179021 1.213661 -0.0690 0.4063 -0.8785
H 0.378578 0.397084 -1.962522 0.2898 0.0637 -0.1759
H 1.386460 1.074955 -0.660330 0.0933 -0.2076 -0.3059
H -0.993733 2.751130 -1.374821 -0.2584 -0.0957 -0.1314
H 0.276434 2.611154 -2.619637 0.0171 0.3291 0.1072
H 0.621762 3.235220 -0.974304 0.1134 0.1179 -0.1410
H 3.198357 -2.818626 1.268368 -0.0531 -0.0034 -0.0275
H 1.934493 -2.014519 1.005795 0.0667 -0.0676 0.0277
O 2.866203 -1.907606 1.284028 0.0968 0.0618 0.0585
```
Forces are in eV/Å.

***

Computed, not measured: 2 unconnected molecules or ions with the total composition C10H14N3O, with the ωB97M-V functional and the def2-TZVPD basis.

Calculated values
charge: +1
orbital gap (alpha / beta): 7.34 / 7.30 eV
relative energy (zero: lowest compared OMol25 entry of this formula, charge and spin): 103.4 kcal/mol
HOMO energy (alpha / beta): -10.80 / -10.89 eV

```
28
Properties=species:S:1:pos:R:3:forces:R:3
C -0.697567 1.811415 -2.302694 0.1477 0.1207 0.2475
C -1.422328 1.042949 -3.197297 0.0089 0.1697 -0.1620
C -0.163177 1.194599 -1.170961 -0.1878 0.3162 -0.4386
C -1.594272 -0.310822 -3.011436 0.1085 -0.4961 0.3132
C -0.374519 -0.136968 -1.039811 0.4850 -1.2761 2.5324
C -1.059419 -0.972099 -1.885860 -0.2525 0.8204 -0.6427
C 1.517135 0.770249 1.860486 0.3822 -0.6614 -0.2391
C 0.173635 -0.961584 1.345039 0.1204 0.5828 -2.4637
C 2.005892 2.115905 2.206483 0.0830 0.3053 0.1416
C -0.780310 -1.954251 1.906157 0.2660 0.0279 0.0188
N 2.287817 -0.225156 1.431345 -1.3278 0.1993 -0.0512
N 0.268037 0.342447 1.881290 0.3966 -0.1514 0.3125
N -1.290455 -2.296885 -1.649865 -0.1263 -0.6027 0.2549
O 1.526687 -1.387420 1.232729 -0.1507 0.3603 0.6637
H -0.556164 2.868916 -2.455910 0.0007 0.1181 -0.0791
H -1.864264 1.511914 -4.062967 -0.0237 0.0308 -0.0913
H 0.393866 1.773065 -0.450116 0.0743 0.1094 0.1682
H -2.163114 -0.897907 -3.716434 -0.1131 -0.0198 -0.1692
H 3.089685 2.162163 2.158232 0.0408 -0.0347 0.0020
H 1.685248 2.393263 3.210273 -0.0003 -0.0856 0.0353
H 1.599302 2.857963 1.520000 -0.0357 -0.0580 -0.0898
H -0.628241 -2.913298 1.421233 -0.0687 -0.0454 -0.0756
H -1.802651 -1.631201 1.739219 -0.0847 0.0266 -0.1043
H -0.616486 -2.091082 2.978431 0.0505 0.0314 0.0552
H 3.286368 -0.344632 1.397948 0.0838 0.0663 0.0208
H -0.542277 0.898214 2.106593 0.0464 0.1301 -0.0556
H -1.619848 -2.847980 -2.425580 0.0795 -0.0116 0.0592
H -0.658582 -2.771777 -1.026530 -0.0028 0.0278 -0.1632
```
Forces are in eV/Å.

***

Computed, not measured: C5H7NO2 in the gas phase, with the ωB97M-V functional and the def2-TZVPD basis.

Calculated values
SMILES: C#CC(=O)N(C)OC
orbital gap: 10.34 eV
relative energy (zero: lowest compared OMol25 entry of this formula, charge and spin): 95.1 kcal/mol
HOMO energy: -9.81 eV

```
15
Properties=species:S:1:pos:R:3:forces:R:3
C -1.195586 0.877937 -1.124798 -0.6144 0.3133 -0.1808
C 2.066186 0.102382 -0.566542 0.3618 0.0292 0.0743
N 0.694121 -0.106069 -0.154930 -0.1275 0.3823 0.4052
C 0.475018 -0.677456 1.100073 0.8753 -0.7932 1.0091
O -0.036018 1.110645 -0.327450 0.1408 -1.1130 -0.0646
C -0.912588 -0.843064 1.500908 -0.4138 0.4373 -0.3631
C -2.063862 -1.037399 1.772610 0.0384 -0.0464 -0.0455
O 1.347695 -1.164084 1.810551 -0.5252 0.5774 -1.1653
H -2.076798 1.062197 -0.502730 0.0454 -0.1283 -0.1069
H -1.243663 -0.138897 -1.527900 0.2084 0.2101 0.2058
H -1.205538 1.593631 -1.950541 0.1167 -0.0247 0.0348
H 2.648743 -0.807010 -0.386748 -0.2552 0.1868 0.0195
H 2.087667 0.337947 -1.633989 -0.0948 -0.0227 0.2112
H 2.505204 0.924579 0.006614 0.1013 -0.0546 -0.1111
H -3.090580 -1.235340 1.984872 0.1428 0.0463 0.0774
```
Forces are in eV/Å.

***

Computed, not measured: 2 unconnected molecules or ions with the total composition C10H15NO2, with the ωB97M-V functional and the def2-TZVPD basis.

Calculated values
SMILES: Cc1ccc(O)cc1.CCC(N)=O
orbital gap: 9.65 eV
relative energy (zero: lowest compared OMol25 entry of this formula, charge and spin): 6.9 kcal/mol
HOMO energy: -8.97 eV

```
28
Properties=species:S:1:pos:R:3:forces:R:3
C 0.774320 -0.493322 2.069196 -0.7510 0.4193 0.9831
C 0.738995 0.389054 3.330292 -0.3309 0.8108 -0.3588
C 0.407657 -1.939905 2.373188 0.5010 0.0708 -0.3427
O 0.198581 -2.369880 3.485036 -0.1478 -0.0877 0.1868
N 0.322933 -2.722981 1.260213 0.2262 -0.2341 -0.3257
H -0.021668 -0.134322 1.417625 0.2842 -0.0270 -0.4488
H 1.737518 -0.422818 1.570384 -0.0156 -0.1644 -0.2012
H -0.123513 1.065914 3.324879 -0.1646 -0.3474 -0.1148
H 1.558753 1.104267 3.368086 0.3926 -0.3434 0.1035
H 0.247143 -3.717948 1.380934 -0.0790 -0.0178 0.1553
H 0.692747 -2.412165 0.374158 -0.1762 0.1365 0.2149
H 0.659997 -0.184039 4.241593 0.2833 -0.2450 0.1725
C 1.353764 2.920602 -2.936363 0.6230 -0.2465 0.7518
C -1.251723 1.318597 -0.679090 -0.1889 0.1279 -0.3049
C -1.192563 -0.006720 -1.083131 -0.0643 -0.2475 0.1854
C -0.476091 2.251122 -1.347362 0.5087 -0.0703 0.1078
C 0.473990 1.869867 -2.299686 -0.6328 0.5171 -0.5162
C -0.322661 -0.395993 -2.088733 0.1247 -0.0695 0.0563
C 0.512947 0.541627 -2.693434 0.1046 -0.4171 0.3723
O -1.922090 -0.952097 -0.378297 -0.3250 -0.0034 -0.0810
H -1.926524 1.615998 0.115551 -0.0105 -0.0729 -0.0863
H -0.558330 3.304249 -1.111168 -0.0278 0.0126 0.1732
H -0.276466 -1.453077 -2.338653 0.0316 0.1578 -0.1116
H -2.614724 -1.361238 -0.920030 0.4049 0.2322 0.0639
H 1.683711 2.637740 -3.932177 -0.1741 0.0739 -0.1485
H 2.272017 3.009658 -2.328602 -0.2298 0.0794 -0.2185
H 1.248686 0.199297 -3.413968 -0.1226 0.1090 -0.0970
H 0.887198 3.907447 -2.934214 -0.0439 -0.1531 -0.1709
```
Forces are in eV/Å.

***

Computed, not measured: 2 unconnected molecules or ions with the total composition C6H12FNO5, with the ωB97M-V functional and the def2-TZVPD basis.

Calculated values
orbital gap (alpha / beta): 8.15 / 10.05 eV
relative energy (zero: lowest compared OMol25 entry of this formula, charge and spin): 33.8 kcal/mol
HOMO energy (alpha / beta): -8.43 / -9.91 eV

```
25
Properties=species:S:1:pos:R:3:forces:R:3
C 1.707498 -0.358433 0.564383 -3.8182 0.6687 -0.7937
C 0.748733 -1.552741 0.211663 1.1934 0.1346 2.9009
C 1.086525 0.891225 -0.308749 3.1139 -1.0926 1.9287
C -0.706593 -1.260387 0.418789 -1.2255 1.0563 -0.6605
C -0.250557 1.305460 0.137689 -2.1683 0.5447 0.7091
C -1.060191 0.072862 -0.181352 -2.8388 0.4323 0.4529
N -3.203726 0.904069 0.718516 0.7111 -2.2318 -1.3406
O 2.944911 -0.751514 0.122024 0.9549 0.8882 0.0951
O 0.815382 -1.951140 -1.099858 3.1136 1.2164 -2.8352
O 2.059271 1.883495 -0.282774 1.0318 0.5984 1.0280
O -1.488248 -2.267647 -0.157342 -0.9746 0.2195 2.9531
O -0.669566 2.350186 -0.708744 -1.5360 0.1417 -0.5511
F -1.526917 -0.033448 -1.447418 0.7521 0.4521 0.4936
H 1.647154 -0.119069 1.684240 0.1452 -0.2378 -1.4349
H 1.036106 -2.348159 0.948009 -0.1392 0.0439 -0.8878
H 1.036958 0.661597 -1.340770 -0.6216 -1.1211 -1.1789
H -1.039907 -1.114167 1.401043 0.1107 -0.3499 1.9382
H -0.404205 1.693836 1.224781 0.6780 -1.2632 -1.5004
H -3.778034 0.033896 0.331892 1.6241 2.0448 1.5274
H -2.949558 0.764394 1.721757 -0.5438 -0.4044 -0.9068
H 3.476557 0.054435 0.218941 0.3754 -0.3108 -0.3181
H 1.591342 -1.434785 -1.576650 -2.1555 -1.7450 1.5143
H 1.703115 2.645519 -0.724450 -0.1752 0.7106 -0.3612
H -1.123321 -2.285293 -0.994150 0.8117 -0.7678 -3.2822
H -1.652740 2.215809 -0.881461 1.5808 0.3721 0.5098
```
Forces are in eV/Å.